{"formula": "AsF6H32O16", "method": "wB97M-V/def2-TZVPD", "species": ["As", "F", "F", "F", "F", "F", "F", "O", "H", "H", "O", "H", "H", "O", "H", "H", "O", "H", "H", "O", "H", "H", "O", "H", "H", "O", "H", "H", "O", "H", "H", "O", "H", "H", "O", "H", "H", "O", "H", "H", "O", "H", "H", "O", "H", "H", "O", "H", "H", "O", "H", "H", "O", "H", "H"], "coordinates": [[0.037, 0.126, 0.058], [0.335, -1.509, -0.460], [-1.635, -0.324, 0.293], [-0.383, 1.792, 0.526], [1.716, 0.521, -0.112], [-0.222, 0.543, -1.614], [0.244, -0.234, 1.741], [0.547, -2.968, 3.711], [-0.089, -2.327, 4.071], [0.605, -3.663, 4.373], [-2.992, 2.514, 0.543], [-2.054, 2.238, 0.571], [-2.978, 3.462, 0.386], [3.159, 2.141, -1.734], [2.469, 1.726, -1.188], [3.125, 3.075, -1.509], [-1.518, -2.791, -2.108], [-0.856, -2.302, -1.588], [-1.106, -3.641, -2.290], [0.929, -3.807, 1.057], [0.719, -3.399, 1.919], [1.089, -3.062, 0.456], [2.613, 2.021, 2.641], [1.952, 2.515, 2.130], [2.417, 2.228, 3.558], [0.878, 4.079, 1.447], [0.352, 3.700, 0.730], [0.249, 4.582, 1.974], [3.418, -1.919, 0.180], [3.678, -0.990, 0.171], [2.957, -2.053, -0.666], [-1.376, -0.712, 3.918], [-0.905, -0.425, 3.116], [-1.537, 0.097, 4.414], [1.002, -0.107, -3.793], [1.325, 0.773, -3.567], [0.194, -0.209, -3.266], [-2.784, -0.634, -3.263], [-2.223, -1.372, -2.934], [-3.279, -0.336, -2.474], [-1.975, 2.052, -4.146], [-2.871, 2.313, -3.920], [-1.973, 1.085, -4.016], [2.480, -2.304, -2.497], [1.853, -1.651, -2.856], [2.388, -3.079, -3.058], [-4.128, 0.383, 2.214], [-3.517, 1.004, 1.787], [-3.593, -0.401, 2.392], [5.053, 0.690, 1.326], [5.369, 0.058, 1.978], [4.139, 0.873, 1.588], [-4.439, -0.416, -1.002], [-3.895, -0.346, -0.205], [-4.964, 0.392, -1.000]], "atomic_forces_ev_per_a": [[-0.568, -0.397, -0.181], [0.205, 0.351, 0.185], [0.053, 0.393, -0.320], [0.417, -0.359, -0.267], [-0.535, 0.069, 0.350], [-0.331, 0.273, 0.944], [0.493, -0.018, -0.201], [-0.199, 0.193, 0.475], [0.052, -0.006, -0.196], [0.031, -0.040, -0.102], [0.292, -0.103, 0.144], [-0.434, 0.156, -0.227], [-0.036, -0.039, 0.008], [-0.367, 0.067, -0.018], [0.450, 0.117, -0.218], [0.038, -0.045, 0.011], [0.381, 0.104, 0.099], [-0.201, -0.337, 0.063], [-0.034, 0.034, 0.004], [-0.215, 0.138, -0.077], [0.202, -0.154, -0.395], [0.107, -0.354, 0.484], [-0.071, -0.027, -0.109], [0.114, 0.060, 0.118], [0.024, -0.046, -0.013], [-0.079, 0.187, -0.099], [0.080, -0.126, 0.097], [0.056, -0.034, 0.011], [-0.112, 0.045, -0.032], [0.104, -0.062, -0.021], [0.284, -0.014, 0.081], [0.051, 0.036, -0.119], [-0.062, -0.113, 0.130], [-0.020, -0.055, -0.003], [-0.123, -0.433, -0.111], [0.037, -0.055, 0.082], [0.240, 0.245, -0.302], [0.439, 0.129, 0.154], [-0.616, 0.286, -0.297], [0.121, -0.397, -0.245], [0.132, -0.050, -0.098], [-0.006, -0.082, 0.026], [-0.199, 0.094, 0.127], [-0.302, -0.018, -0.106], [0.290, 0.142, -0.134], [0.036, 0.012, 0.055], [0.233, -0.091, -0.109], [-0.276, 0.057, 0.045], [0.015, 0.070, 0.096], [-0.102, -0.089, -0.015], [-0.076, -0.047, -0.059], [0.070, 0.196, 0.136], [-0.065, 0.187, -0.006], [-0.059, 0.009, 0.018], [0.043, -0.058, 0.139]], "lowdin_charge": [0.8303, -0.2311, -0.2185, -0.2634, -0.2091, -0.2226, -0.2159, -0.0491, 0.0173, 0.0495, -0.0583, -0.0006, 0.0425, -0.0593, -0.0117, 0.0296, -0.0459, 0.0121, 0.0594, -0.0942, -0.0149, -0.0156, -0.0538, -0.0026, 0.0383, -0.0497, 0.0257, 0.0498, -0.0782, -0.0020, -0.0191, -0.0550, 0.0086, 0.0494, -0.0572, 0.0441, 0.0110, -0.0960, -0.0038, 0.0037, -0.0867, 0.0175, -0.0061, -0.0543, 0.0105, 0.0485, -0.0701, -0.0158, 0.0233, -0.0643, 0.0362, -0.0029, -0.0473, 0.0129, 0.0552], "relative_energy_kcal_mol": 4.6, "e_lumo_ev": 1.9275, "molar_mass_da": 477.2, "homo_ha": -0.2701, "total_charge": -1, "e_tot_ev": -110431.7407}

---

{"formula": "C3H4N2O", "method": "wB97M-V/def2-TZVPD", "species": ["N", "C", "C", "O", "N", "C", "H", "H", "H", "H"], "coordinates": [[1.725, 0.058, -0.148], [0.854, -0.995, -0.186], [0.027, -1.870, -0.198], [-3.335, 0.983, 0.391], [-2.156, 1.233, 0.352], [-1.032, 1.517, 0.316], [2.073, 0.312, -1.066], [2.501, -0.097, 0.486], [-0.698, -2.653, -0.214], [0.040, 1.512, 0.270]], "atomic_forces_ev_per_a": [[0.061, -0.166, -0.055], [-0.343, -0.400, -0.020], [0.389, 0.402, 0.004], [0.198, 0.069, -0.008], [0.734, 0.223, -0.020], [-0.830, -0.262, 0.039], [-0.028, -0.044, 0.077], [-0.105, 0.041, -0.049], [0.118, 0.144, 0.008], [-0.194, -0.007, 0.023]], "lowdin_charge": [0.0271, -0.2970, 0.0964, -0.0012, -0.2232, 0.1316, 0.0999, 0.0985, 0.0243, 0.0437], "smiles": "C#[N+][O-].C#CN", "relative_energy_kcal_mol": 127.3, "e_lumo_ev": 0.5923, "molar_mass_da": 84.1, "homo_ha": -0.3481, "e_tot_ev": -8198.3655}

---

{"formula": "C4H5IN2O", "method": "wB97M-V/def2-TZVPD", "species": ["C", "C", "C", "C", "N", "N", "O", "I", "H", "H", "H", "H", "H"], "coordinates": [[1.234, -0.487, -0.692], [-0.507, 1.946, -0.947], [-0.659, -1.165, 0.684], [0.561, -0.303, 0.421], [1.936, -0.649, -1.651], [-0.511, 2.408, 0.139], [-0.300, 1.536, -2.002], [1.658, 0.443, 2.182], [-0.924, -1.674, -0.220], [-0.536, -2.078, 1.240], [-1.408, -0.629, 1.129], [1.779, 0.033, -2.407], [-0.917, 3.166, 0.558]], "atomic_forces_ev_per_a": [[-0.236, 0.713, 2.148], [0.545, 1.030, -0.143], [1.983, -0.918, -0.898], [0.629, -1.463, 1.123], [0.485, 0.039, -1.880], [0.542, -1.340, 0.831], [-0.204, -1.108, -1.862], [-0.765, -0.387, -1.372], [-0.735, 0.514, -1.130], [0.895, -0.056, 1.144], [-2.181, 1.328, 0.788], [0.187, -0.235, 0.247], [-1.146, 1.882, 1.005]], "lowdin_charge": [-0.3214, -0.4416, -0.1473, -0.7153, 0.1793, 0.2200, 0.1569, 0.7380, 0.0763, 0.0698, 0.0346, 0.0886, 0.0621], "smiles": "CC(I)=C=N.N=C=O", "relative_energy_kcal_mol": 32.5, "e_lumo_ev": -0.1073, "molar_mass_da": 224.0, "homo_ha": -0.3144, "e_tot_ev": -17355.2492}

---

{"formula": "C3H8FN3", "method": "wB97M-V/def2-TZVPD", "species": ["C", "C", "C", "H", "H", "H", "H", "H", "H", "H", "H", "N", "N", "N", "F"], "coordinates": [[1.512, -0.536, -0.090], [1.046, 0.913, -0.214], [-2.120, -0.368, 0.490], [0.989, -1.114, 0.693], [1.433, -0.973, -1.087], [1.281, 1.448, 0.729], [1.606, 1.484, -0.994], [-0.683, 1.749, -0.907], [-0.821, 0.883, 1.546], [-2.738, -0.515, 1.378], [-1.814, -0.606, -1.325], [-0.371, 0.891, -0.502], [-1.161, 0.606, 0.635], [-2.418, -0.980, -0.589], [2.864, -0.669, 0.227]], "atomic_forces_ev_per_a": [[0.402, -0.385, -0.500], [0.917, 0.280, 0.723], [-0.596, -0.298, -0.471], [-0.192, 0.399, -0.601], [-0.457, -0.337, 0.204], [-0.153, -0.097, -0.140], [-0.554, -0.730, 0.312], [-0.126, 0.588, -0.140], [-0.068, 0.053, -0.131], [0.348, -0.151, 0.081], [0.001, -0.351, 0.001], [-0.021, -0.253, 0.566], [0.271, 0.199, -0.546], [0.096, 0.486, 0.444], [0.133, 0.597, 0.200]], "lowdin_charge": [-0.1946, -0.2039, -0.3319, 0.1237, 0.1181, 0.1147, 0.1360, 0.1154, 0.1292, 0.1067, 0.0234, -0.0765, -0.0481, 0.0607, -0.0732], "smiles": "[H]/N=C\\NNCCF", "relative_energy_kcal_mol": 12.9, "e_lumo_ev": 0.8178, "molar_mass_da": 105.1, "homo_ha": -0.3354, "e_tot_ev": -10427.0121}